Molecular formula: H6O3
Method: DFT, wB97M-V/def2-TZVPD

2S+1: 2
total charge: +1
E_LUMO (alpha / beta): -4.5175 / -12.2703 eV
relative energy (zero: lowest compared OMol25 entry of this formula, charge and spin): 0.972 eV
molecular weight: 54.05 g/mol
E_HOMO (alpha / beta): -0.641 / -0.571 hartree
<S²>: 0.755

CARTESIAN COORDINATES (ANGSTROEM)
O 24.5161 -3.2620 -9.6181
H 24.1016 -2.4124 -9.4678
H 23.8904 -3.8988 -9.2728
O 25.1470 -4.2701 -12.0679
H 24.7595 -4.0302 -11.2262
H 25.9514 -3.7537 -12.1177
O 26.8756 -0.5228 -10.5179
H 27.7547 -0.6704 -10.8666
H 26.4484 -1.3775 -10.5743